Version one
The molecule CF4. Source: the Open Molecules 2025 dataset; level of theory: ωB97M-V with the def2-TZVPD basis set.

Its SMILES is FC(F)(F)F. The calculation puts the highest occupied orbital energy at -14.617 eV.

ORCA input file:
```
! wB97M-V def2-TZVPD RIJCOSX def2/J DEFGRID3
* xyz 0 1
F -1.27 -0.06 0.29
C -0.04 -0.04 -0.07
F 0.71 -0.15 1.02
F 0.34 -1.02 -0.75
F 0.25 1.27 -0.49
*
```

Löwdin atomic charge list, values in e, 2 entries: 0.2388 -0.7838

---

Version two
The molecule CF4. Source: the Open Molecules 2025 dataset; level of theory: ωB97M-V with the def2-TZVPD basis set.

Its SMILES is FC(F)(F)F. The calculation puts the highest occupied orbital energy at -15.035 eV.

ORCA input file:
```
! wB97M-V def2-TZVPD RIJCOSX def2/J DEFGRID3
* xyz 0 1
F 1.17 0.27 -0.55
C 0.01 -0.01 0.01
F -0.96 -0.32 -1.01
F 0.16 -0.95 0.83
F -0.38 1.01 0.72
*
```

Löwdin atomic charge list, values in e, 2 entries: 0.2014 -0.7556

---

Of them, the most stable is version two and the least stable is version one.

---

Version one
A cluster of 2 separate species, C3H9NO2 in total. Source: the Open Molecules 2025 dataset; level of theory: ωB97M-V with the def2-TZVPD basis set.

The expectation value of S² is 0.76. The calculation puts the highest occupied orbital energy (alpha / beta) at -13.123 / -13.120 eV.

ORCA input file:
```
! wB97M-V def2-TZVPD RIJCOSX def2/J DEFGRID3
* xyz 1 2
C 1.95 0.41 -0.81
C 0.65 0.18 -1.71
O -0.43 0.65 -1.63
N 0.59 -0.76 -2.67
H 2.11 -0.48 -0.08
H 1.76 1.38 0.04
H -0.25 -0.76 -3.33
H 1.30 -1.50 -2.88
H 2.93 0.35 -1.34
C -2.14 0.24 2.27
O -1.05 -0.70 2.76
H -0.19 -0.18 2.95
H -1.74 0.83 1.42
H -2.57 0.81 3.22
H -2.91 -0.47 1.81
*
```

Löwdin atomic charge list, values in e, 2 entries: 0.0396 -0.4354

---

Version two
A cluster of 2 separate species, C3H9NO2 in total. Source: the Open Molecules 2025 dataset; level of theory: ωB97M-V with the def2-TZVPD basis set.

The expectation value of S² is 0.76. The calculation puts the highest occupied orbital energy (alpha / beta) at -15.472 / -15.469 eV.

ORCA input file:
```
! wB97M-V def2-TZVPD RIJCOSX def2/J DEFGRID3
* xyz 1 2
O -1.61 -1.90 0.37
C -0.93 -1.00 0.69
C 0.31 -0.33 0.01
C 1.51 -0.29 0.95
N 0.57 -0.97 -1.24
H -1.15 -0.39 1.60
H -0.04 0.71 -0.16
H 2.14 0.56 0.70
H 1.98 -1.27 0.94
H 1.19 -0.11 1.98
H 1.24 -1.74 -1.14
H -0.25 -1.44 -1.63
H -1.79 3.21 -0.43
H -1.75 2.50 -1.77
O -1.40 2.45 -0.87
*
```

Löwdin atomic charge list, values in e, 2 entries: 0.2240 -0.1232

---

Version three
A cluster of 2 separate species, C3H9NO2 in total. Source: the Open Molecules 2025 dataset; level of theory: ωB97M-V with the def2-TZVPD basis set.

The expectation value of S² is 0.76. The calculation puts the highest occupied orbital energy (alpha / beta) at -14.791 / -14.693 eV.

ORCA input file:
```
! wB97M-V def2-TZVPD RIJCOSX def2/J DEFGRID3
* xyz 1 2
C -1.75 0.92 -1.79
N -0.61 1.51 -1.06
H 0.41 0.47 -0.34
H -0.19 2.29 -1.56
H -0.88 1.82 -0.17
H -1.47 0.52 -2.76
H -2.64 1.56 -1.85
H -2.08 0.01 -1.21
C 1.61 -1.46 2.10
C 1.10 -1.14 0.73
O 0.71 0.14 0.64
O 0.59 -1.94 -0.01
H 1.07 -0.87 2.79
H 2.65 -1.28 2.15
H 1.49 -2.53 2.33
*
```

Löwdin atomic charge list, values in e, 2 entries: -0.1151 -0.0439

---

Of them, the most stable is version two and the least stable is version one.

---

Version one
A cluster of 2 separate species, C23H23N3 in total. Source: the Open Molecules 2025 dataset; level of theory: ωB97M-V with the def2-TZVPD basis set.

The calculation puts the highest occupied orbital energy at -5.385 eV.

ORCA input file:
```
! wB97M-V def2-TZVPD RIJCOSX def2/J DEFGRID3
* xyz 0 1
C 1.96 -0.03 -2.19
C 1.79 -1.42 -1.73
C 2.55 -1.80 -0.62
N 3.21 -2.12 0.31
C 0.99 -2.39 -2.38
C 0.17 -2.09 -3.52
C -0.62 -3.07 -4.10
C -0.62 -4.38 -3.59
C -1.44 -5.40 -4.19
N -2.10 -6.24 -4.66
C 0.19 -4.69 -2.50
C 0.97 -3.73 -1.90
H 1.34 0.25 -3.04
H 1.73 0.65 -1.35
H 3.01 0.13 -2.46
H 0.17 -1.08 -3.94
H -1.24 -2.83 -4.96
H 0.20 -5.72 -2.11
H 1.60 -4.00 -1.04
C -0.03 5.43 2.77
C 0.18 6.10 1.41
C 0.62 4.99 0.44
N 0.26 3.74 1.11
C 0.34 2.55 0.53
C 0.06 1.33 1.20
C -0.51 0.25 0.56
C -0.90 -0.95 1.25
C -1.99 -1.72 0.76
C -2.51 -2.77 1.53
C -1.92 -3.11 2.76
C -0.79 -2.39 3.21
C -0.30 -1.32 2.48
C -0.04 3.91 2.52
H 0.80 5.69 3.43
H -0.96 5.75 3.24
H -0.75 6.55 1.05
H 0.94 6.88 1.47
H 0.16 5.08 -0.56
H 1.71 5.03 0.29
H 0.59 2.52 -0.54
H 0.24 1.27 2.28
H -0.84 0.36 -0.48
H -2.45 -1.43 -0.18
H -3.38 -3.32 1.17
H -2.33 -3.92 3.36
H -0.31 -2.67 4.15
H 0.55 -0.73 2.83
H 0.73 3.43 3.15
H -1.02 3.45 2.78
*
```

Löwdin atomic charge list, values in e, 2 entries: -0.0930 -0.3112

---

Version two
A cluster of 2 separate species, C23H23N3 in total. Source: the Open Molecules 2025 dataset; level of theory: ωB97M-V with the def2-TZVPD basis set.

The calculation puts the highest occupied orbital energy at -7.957 eV.

ORCA input file:
```
! wB97M-V def2-TZVPD RIJCOSX def2/J DEFGRID3
* xyz 0 1
C 2.51 -2.44 3.98
C 2.98 -1.75 2.71
C 4.47 -1.42 2.86
C 2.77 -2.63 1.49
C 2.17 -0.49 2.52
N 2.76 0.72 2.72
C 1.80 1.73 2.63
C 0.57 1.14 2.34
C -0.53 1.97 2.11
C -0.34 3.36 2.24
C 0.93 3.91 2.46
C 2.05 3.10 2.64
C 0.78 -0.30 2.27
C -0.20 -1.23 1.91
C -1.56 -1.10 2.39
C -2.02 -0.30 3.50
C -3.39 -0.05 3.69
C -4.34 -0.66 2.87
C -5.79 -0.28 2.93
C -3.92 -1.64 1.95
C -2.57 -1.92 1.82
H 1.44 -2.67 3.95
H 3.05 -3.38 4.17
H 2.68 -1.81 4.87
H 4.85 -0.90 1.97
H 4.67 -0.82 3.76
H 5.05 -2.36 2.96
H 2.99 -2.06 0.58
H 3.42 -3.52 1.53
H 1.72 -2.98 1.40
H 3.73 0.92 2.82
H -1.48 1.52 1.86
H -1.22 4.03 2.14
H 1.08 5.00 2.51
H 3.05 3.49 2.79
H 0.08 -2.26 1.66
H -1.32 0.19 4.18
H -3.70 0.69 4.44
H -6.38 -0.85 2.20
H -6.19 -0.49 3.94
H -5.95 0.79 2.72
H -4.68 -2.12 1.31
H -2.32 -2.74 1.14
C -0.16 -1.25 -0.21
C -0.97 -2.22 -0.89
N -1.74 -2.96 -1.37
C 1.12 -1.20 -0.84
N 2.18 -1.05 -1.31
H -0.65 -0.24 -0.14
*
```

Löwdin atomic charge list, values in e, 2 entries: -0.0374 -0.5465

---

Of them, the most stable is version two and the least stable is version one.

---

Version one
A cluster of 2 separate species, C5H12N2O2 in total. Source: the Open Molecules 2025 dataset; level of theory: ωB97M-V with the def2-TZVPD basis set.

The calculation puts the highest occupied orbital energy (alpha / beta) at -6.760 / -8.951 eV.

ORCA input file:
```
! wB97M-V def2-TZVPD RIJCOSX def2/J DEFGRID3
* xyz 0 1
C 1.55 1.64 1.89
C -1.50 -0.11 1.14
C -0.97 0.18 -1.38
C -0.84 -2.22 -0.36
C -1.17 -0.73 -0.22
N 1.84 0.67 -1.37
N 1.91 0.33 -0.01
O 1.51 2.72 2.43
O 1.65 1.55 0.63
H 1.22 0.74 2.38
H -1.28 -0.79 2.00
H -0.94 0.77 1.34
H -2.56 0.04 1.07
H 0.04 0.67 -1.46
H -1.61 0.99 -1.29
H -1.29 -0.21 -2.28
H -1.55 -2.73 0.26
H -0.77 -2.52 -1.39
H 0.14 -2.39 -0.02
H 2.23 -0.15 -1.98
H 2.38 1.53 -1.39
*
```

Löwdin atomic charge list, values in e, 2 entries: -0.4180 -0.0687

---

Version two
The molecule C5H12N2O2. Source: the Open Molecules 2025 dataset; level of theory: ωB97M-V with the def2-TZVPD basis set.

Its SMILES is CON(C)C(=O)N(C)C. The calculation puts the highest occupied orbital energy at -8.882 eV.

ORCA input file:
```
! wB97M-V def2-TZVPD RIJCOSX def2/J DEFGRID3
* xyz 0 1
C 1.54 -1.94 -1.87
O 1.51 -1.75 -0.47
N 0.38 -0.90 0.07
C -0.86 -1.64 0.11
C 0.54 0.41 -0.24
O 1.31 0.95 -0.99
N -0.49 1.20 0.55
C -0.60 0.99 1.97
C -0.63 2.57 0.13
H 2.41 -2.57 -2.05
H 0.64 -2.45 -2.24
H 1.66 -0.99 -2.40
H -0.78 -2.42 0.86
H -1.07 -2.10 -0.86
H -1.67 -0.97 0.36
H -1.65 1.07 2.28
H -0.23 0.01 2.26
H -0.02 1.76 2.50
H -0.49 2.62 -0.95
H 0.12 3.22 0.60
H -1.63 2.93 0.39
*
```

Löwdin atomic charge list, values in e, 2 entries: -0.1047 -0.1211

---

Version three
A cluster of 2 separate species, C5H12N2O2 in total. Source: the Open Molecules 2025 dataset; level of theory: ωB97M-V with the def2-TZVPD basis set.

The calculation puts the highest occupied orbital energy (alpha / beta) at -7.820 / -9.051 eV.

ORCA input file:
```
! wB97M-V def2-TZVPD RIJCOSX def2/J DEFGRID3
* xyz 0 1
C 2.63 -0.40 -0.13
C 0.07 -1.85 0.10
C -1.07 0.23 -0.64
C 0.08 0.16 1.39
C 1.25 0.07 -0.75
N 0.38 2.65 -0.33
N 0.10 -0.31 0.02
O 2.67 -1.50 -0.76
O 3.26 0.09 0.75
H 0.29 -2.48 -0.87
H 0.86 -2.24 0.73
H -1.04 -2.16 0.39
H -1.31 -0.22 -1.62
H -2.03 0.10 0.01
H -0.89 1.27 -0.82
H 0.16 1.21 1.25
H -0.72 -0.18 2.15
H 0.98 -0.22 1.82
H 1.05 0.11 -1.88
H 0.97 2.36 -1.15
H 1.01 2.88 0.49
*
```

Löwdin atomic charge list, values in e, 2 entries: -0.7076 -0.0047

---

Of them, the most stable is version two and the least stable is version three.